A cluster of 3 separate species, C25H58BBrN3O2 in total. Source: OMol25; level of theory: ωB97M-V/def2-TZVPD.

```
! wB97M-V def2-TZVPD RIJCOSX def2/J DEFGRID3
* xyz -1 1
C 3.312 1.850 -0.764
C 1.818 1.647 -0.410
C 0.939 2.372 -1.430
C 1.483 0.151 -0.377
C 0.090 -0.163 0.212
C 0.211 -0.364 1.735
C -0.428 -1.427 -0.462
O -1.748 -1.781 -0.168
C -2.751 -0.691 -0.316
C -3.315 -0.465 1.083
C -3.684 0.965 1.541
C -3.117 1.244 2.926
Br -3.058 2.402 0.366
B -3.836 -0.924 -1.352
O -5.212 -1.088 -0.973
N -3.620 -0.874 -2.842
C -3.592 0.507 -3.336
C -2.368 -1.520 -3.194
H 3.816 2.510 -0.062
H 3.818 0.887 -0.790
H 3.398 2.267 -1.767
H 1.611 2.068 0.577
H 0.961 3.445 -1.231
H 1.308 2.232 -2.447
H -0.102 2.059 -1.395
H 1.511 -0.181 -1.424
H 2.264 -0.410 0.139
H -0.533 0.697 -0.009
H -0.124 0.508 2.295
H 1.244 -0.569 2.021
H -0.381 -1.229 2.033
H 0.203 -2.258 -0.112
H -0.248 -1.340 -1.539
H -2.515 -0.789 1.752
H -4.179 -1.109 1.289
H -4.764 1.058 1.619
H -2.036 1.120 2.937
H -3.602 0.616 3.672
H -3.317 2.285 3.190
H -5.682 -0.256 -1.020
H -2.960 0.552 -4.225
H -4.590 0.830 -3.637
H -3.159 1.187 -2.594
H -1.520 -0.860 -2.947
H -2.288 -1.707 -4.270
H -2.224 -2.438 -2.630
C 1.600 -5.649 -6.568
C 2.465 -4.485 -6.110
N 1.720 -3.254 -5.941
C 2.567 -2.087 -5.766
C 3.446 -2.005 -4.511
C 0.568 -3.331 -5.053
C 0.799 -3.779 -3.606
H 1.066 -5.398 -7.486
H 2.229 -6.519 -6.766
H 0.870 -5.940 -5.813
H 3.229 -4.303 -6.873
H 3.006 -4.787 -5.198
H 1.932 -1.199 -5.812
H 3.218 -2.027 -6.645
H 2.866 -1.765 -3.621
H 4.186 -1.211 -4.634
H 3.989 -2.933 -4.328
H -0.162 -4.006 -5.506
H 0.077 -2.356 -5.050
H 1.471 -4.638 -3.533
H -0.152 -4.068 -3.156
H 1.205 -2.977 -2.992
C 0.681 3.411 8.504
C 1.317 3.253 7.131
N 0.670 2.244 6.316
C 1.421 1.892 5.121
C 1.619 2.964 4.042
C -0.762 2.408 6.130
C -1.263 3.718 5.509
H 0.654 2.456 9.031
H 1.266 4.114 9.100
H -0.335 3.801 8.444
H 2.357 2.944 7.267
H 1.349 4.240 6.641
H 0.946 1.019 4.666
H 2.408 1.550 5.450
H 0.711 3.136 3.465
H 2.385 2.634 3.337
H 1.947 3.916 4.462
H -1.250 2.283 7.100
H -1.118 1.566 5.530
H -0.780 4.599 5.937
H -2.335 3.821 5.688
H -1.118 3.735 4.431
*
```

Values from the calculation:
LUMO = 2.59 eV
HOMO-LUMO gap = 4.98 eV
DFT total energy = -3900.932549 Ha

Partial charges, Löwdin, in e: atom 1 (C): -0.07, atom 2 (C): -0.41, atom 3 (C): -0.07, atom 4 (C): -0.17, atom 5 (C): -0.33, atom 6 (C): -0.05, atom 7 (C): -0.25, atom 8 (O): -0.16, atom 9 (C): -0.19, atom 10 (C): -0.23, atom 11 (C): -0.71, atom 12 (C): -0.19, atom 13 (Br): 0.66, atom 14 (B): -0.60, atom 15 (O): 0.06, atom 16 (N): -0.14, atom 17 (C): -0.11, atom 18 (C): -0.14, atom 19 (H): 0.06, atom 20 (H): 0.06, atom 21 (H): 0.06, atom 22 (H): 0.12, atom 23 (H): 0.08, atom 24 (H): 0.07, atom 25 (H): 0.06, atom 26 (H): 0.11, atom 27 (H): 0.11, atom 28 (H): 0.08, atom 29 (H): 0.05, atom 30 (H): 0.07, atom 31 (H): 0.08, atom 32 (H): 0.13, atom 33 (H): 0.08, atom 34 (H): 0.09, atom 35 (H): 0.11, atom 36 (H): 0.08, atom 37 (H): 0.04, atom 38 (H): 0.08, atom 39 (H): 0.05, atom 40 (H): 0.07, atom 41 (H): 0.07, atom 42 (H): 0.07, atom 43 (H): 0.05, atom 44 (H): 0.07, atom 45 (H): 0.07, atom 46 (H): 0.08, atom 47 (C): -0.10, atom 48 (C): -0.28, atom 49 (N): -0.20, atom 50 (C): -0.25, atom 51 (C): -0.08, atom 52 (C): -0.24, atom 53 (C): -0.07, atom 54 (H): 0.08, atom 55 (H): 0.07, atom 56 (H): 0.06, atom 57 (H): 0.11, atom 58 (H): 0.10, atom 59 (H): 0.11, atom 60 (H): 0.10, atom 61 (H): 0.05, atom 62 (H): 0.07, atom 63 (H): 0.06, atom 64 (H): 0.10, atom 65 (H): 0.11, atom 66 (H): 0.07, atom 67 (H): 0.07, atom 68 (H): 0.05, atom 69 (C): -0.10, atom 70 (C): -0.28, atom 71 (N): -0.20, atom 72 (C): -0.24, atom 73 (C): -0.08, atom 74 (C): -0.24, atom 75 (C): -0.08, atom 76 (H): 0.08, atom 77 (H): 0.07, atom 78 (H): 0.06, atom 79 (H): 0.11, atom 80 (H): 0.10, atom 81 (H): 0.10, atom 82 (H): 0.11, atom 83 (H): 0.06, atom 84 (H): 0.07, atom 85 (H): 0.06, atom 86 (H): 0.10, atom 87 (H): 0.11, atom 88 (H): 0.06, atom 89 (H): 0.07, atom 90 (H): 0.05


A cluster of 6 separate species, C27H41N5O7P2S in total. Source: OMol25; level of theory: ωB97M-V/def2-TZVPD.

```
! wB97M-V def2-TZVPD RIJCOSX def2/J DEFGRID3
* xyz 0 1
C -4.922 -1.458 -1.620
C -3.895 -2.180 -0.721
P -3.848 -1.523 1.009
C -3.572 -3.024 2.033
C -2.299 -0.471 1.117
C -2.469 0.639 0.045
C -1.218 1.189 -0.666
S 0.353 1.015 0.149
O 1.273 0.419 -0.763
O 0.683 2.244 0.792
O 0.050 -0.007 1.334
C -0.899 -1.088 1.188
O -0.790 -1.778 2.385
P -0.265 -2.286 -0.120
O 1.130 -2.574 0.234
O -0.534 -1.739 -1.582
O -1.124 -3.650 -0.085
H -5.575 -0.812 -1.032
H -5.535 -2.171 -2.169
H -4.419 -0.815 -2.344
H -2.922 -2.200 -1.201
H -4.207 -3.221 -0.609
H -3.070 -3.829 1.500
H -3.039 -2.775 2.948
H -4.566 -3.373 2.319
H -2.408 0.010 2.093
H -3.162 0.310 -0.729
H -2.957 1.482 0.531
H -1.309 2.268 -0.779
H -1.101 0.756 -1.656
H -0.195 -2.536 2.305
H -0.528 -2.513 -2.173
H -0.673 -4.246 0.535
C 4.041 5.239 0.963
C 2.967 4.432 1.427
C 2.536 4.972 2.608
N 3.308 6.073 2.875
C 4.230 6.242 1.875
H 4.610 5.091 0.060
H 2.559 3.558 0.951
H 1.747 4.663 3.273
H 3.220 6.665 3.678
H 4.938 7.053 1.902
C 2.801 -2.608 -4.706
C 2.093 -3.257 -3.659
C 1.120 -4.029 -4.242
N 1.215 -3.870 -5.599
C 2.237 -3.008 -5.888
H 3.628 -1.927 -4.599
H 2.277 -3.165 -2.600
H 0.379 -4.683 -3.812
H 0.630 -4.319 -6.277
H 2.477 -2.754 -6.906
C -5.682 -6.517 -3.662
C -4.932 -5.608 -4.457
C -3.952 -5.080 -3.659
N -4.083 -5.635 -2.415
C -5.133 -6.511 -2.407
H -6.527 -7.106 -3.976
H -5.094 -5.369 -5.495
H -3.179 -4.360 -3.870
H -3.497 -5.426 -1.627
H -5.401 -7.052 -1.516
C 5.604 1.340 -0.653
C 6.120 2.353 0.202
C 7.454 2.481 -0.074
N 7.766 1.586 -1.063
C 6.644 0.887 -1.420
H 4.587 0.987 -0.696
H 5.568 2.919 0.934
H 8.204 3.131 0.344
H 8.677 1.459 -1.461
H 6.681 0.131 -2.186
C -1.528 5.533 6.455
C -0.613 5.437 5.371
C 0.453 6.243 5.667
N 0.217 6.823 6.884
C -0.987 6.395 7.371
H -2.474 5.027 6.549
H -0.724 4.845 4.478
H 1.353 6.453 5.117
H 0.832 7.465 7.348
H -1.355 6.737 8.323
*
```

Values from the calculation:
LUMO = -0.01 eV
HOMO-LUMO gap = 7.74 eV
DFT total energy = -2934.794742 Ha
SMILES = CCP(C)[C@@H]1CCS(=O)(=O)O[C@]1(O)P(=O)(O)O.c1cc[nH]c1.c1cc[nH]c1.c1cc[nH]c1.c1cc[nH]c1.c1cc[nH]c1

Partial charges, Löwdin, in e: atom 1 (C): -0.16, atom 2 (C): -0.43, atom 3 (P): 1.00, atom 4 (C): -0.29, atom 5 (C): -0.38, atom 6 (C): -0.19, atom 7 (C): -0.19, atom 8 (S): 0.62, atom 9 (O): -0.25, atom 10 (O): -0.26, atom 11 (O): -0.16, atom 12 (C): -0.55, atom 13 (O): 0.03, atom 14 (P): 0.51, atom 15 (O): -0.23, atom 16 (O): -0.10, atom 17 (O): -0.13, atom 18 (H): 0.05, atom 19 (H): 0.06, atom 20 (H): 0.06, atom 21 (H): 0.04, atom 22 (H): 0.06, atom 23 (H): 0.02, atom 24 (H): 0.03, atom 25 (H): 0.03, atom 26 (H): 0.12, atom 27 (H): 0.08, atom 28 (H): 0.12, atom 29 (H): 0.11, atom 30 (H): 0.10, atom 31 (H): 0.10, atom 32 (H): 0.09, atom 33 (H): 0.10, atom 34 (C): -0.12, atom 35 (C): -0.10, atom 36 (C): -0.13, atom 37 (N): 0.00, atom 38 (C): -0.14, atom 39 (H): 0.09, atom 40 (H): 0.07, atom 41 (H): 0.10, atom 42 (H): 0.12, atom 43 (H): 0.10, atom 44 (C): -0.10, atom 45 (C): -0.11, atom 46 (C): -0.16, atom 47 (N): 0.00, atom 48 (C): -0.14, atom 49 (H): 0.09, atom 50 (H): 0.09, atom 51 (H): 0.10, atom 52 (H): 0.14, atom 53 (H): 0.11, atom 54 (C): -0.11, atom 55 (C): -0.11, atom 56 (C): -0.15, atom 57 (N): 0.00, atom 58 (C): -0.14, atom 59 (H): 0.09, atom 60 (H): 0.09, atom 61 (H): 0.10, atom 62 (H): 0.13, atom 63 (H): 0.11, atom 64 (C): -0.10, atom 65 (C): -0.11, atom 66 (C): -0.14, atom 67 (N): -0.01, atom 68 (C): -0.15, atom 69 (H): 0.09, atom 70 (H): 0.07, atom 71 (H): 0.10, atom 72 (H): 0.14, atom 73 (H): 0.10, atom 74 (C): -0.11, atom 75 (C): -0.11, atom 76 (C): -0.14, atom 77 (N): 0.00, atom 78 (C): -0.14, atom 79 (H): 0.09, atom 80 (H): 0.09, atom 81 (H): 0.08, atom 82 (H): 0.14, atom 83 (H): 0.10


An isolated molecule of C3H5BrO. Source: OMol25; level of theory: ωB97M-V/def2-TZVPD.

```
! wB97M-V def2-TZVPD RIJCOSX def2/J DEFGRID3
* xyz 0 3
C 0.233 0.894 -0.043
C 0.863 -0.820 -0.468
C -0.714 0.016 0.655
O -0.071 -1.124 0.509
Br -2.481 0.019 -0.365
H 1.046 1.231 0.530
H -0.224 1.562 -0.749
H 0.576 -1.132 -1.402
H 1.916 -0.843 -0.272
H -1.144 0.198 1.606
*
```

Values from the calculation:
Relative energy (zero: lowest compared OMol25 entry of this formula, charge and spin) = 3.352 eV
LUMO (alpha / beta) = 0.82 / -4.00 eV
HOMO-LUMO gap (alpha / beta) = 5.23 / 5.90 eV
DFT total energy = -2766.264668 Ha

Partial charges, Löwdin, in e: atom 1 (C): -0.07, atom 2 (C): -0.03, atom 3 (C): -0.77, atom 4 (O): -0.07, atom 5 (Br): 0.55, atom 6 (H): 0.07, atom 7 (H): 0.06, atom 8 (H): 0.08, atom 9 (H): 0.10, atom 10 (H): 0.09


A cluster of 2 separate species, C2H5NO2S in total. Source: OMol25; level of theory: ωB97M-V/def2-TZVPD.

```
! wB97M-V def2-TZVPD RIJCOSX def2/J DEFGRID3
* xyz 0 1
C -0.278 -1.357 0.967
C -0.914 -0.455 -0.023
N -1.763 0.006 -0.715
O -2.329 0.719 -1.480
H -0.859 -1.670 1.815
H -0.069 -2.159 0.424
H 0.589 -0.978 1.292
O 1.292 0.804 -1.084
S 1.138 2.184 -0.144
H 1.451 1.261 -1.978
H 1.742 1.643 0.926
*
```

Values from the calculation:
Relative energy (zero: lowest compared OMol25 entry of this formula, charge and spin) = 4.794 eV
LUMO = 0.28 eV
HOMO-LUMO gap = 9.23 eV
DFT total energy = -682.463410 Ha
SMILES = CC#[N+][O-].OS

Partial charges, Löwdin, in e: atom 1 (C): -0.02, atom 2 (C): -0.03, atom 3 (N): -0.15, atom 4 (O): -0.01, atom 5 (H): 0.09, atom 6 (H): 0.04, atom 7 (H): 0.03, atom 8 (O): -0.57, atom 9 (S): 0.72, atom 10 (H): 0.06, atom 11 (H): -0.15


A structure of composition C3H12AlN6O3. Source: OMol25; level of theory: ωB97M-V/def2-TZVPD.

```
! wB97M-V def2-TZVPD RIJCOSX def2/J DEFGRID3
* xyz 3 1
Al -2.849 2.073 0.970
C 0.421 0.104 2.328
O -0.739 0.534 2.255
N 0.830 -1.144 1.946
N 1.451 0.831 2.778
H 1.769 -1.325 2.267
H 0.402 -2.043 1.794
H 2.396 0.483 2.794
H 1.183 1.759 3.090
C -1.908 -1.433 -0.961
O -2.544 -0.493 -0.468
N -0.935 -1.308 -1.856
N -1.999 -2.737 -0.526
H -0.501 -0.417 -2.075
H -0.580 -2.189 -2.199
H -1.162 -3.278 -0.661
H -2.733 -2.899 0.157
C 0.676 1.813 -1.088
O -0.067 2.179 -0.107
N 0.211 1.755 -2.343
N 1.881 1.325 -0.847
H 0.819 1.534 -3.121
H -0.657 2.205 -2.601
H 2.139 1.352 0.127
H 2.497 1.318 -1.651
*
```

Values from the calculation:
Relative energy (zero: lowest compared OMol25 entry of this formula, charge and spin) = 7.588 eV
LUMO = -17.60 eV
HOMO-LUMO gap = 3.42 eV
DFT total energy = -916.965727 Ha

Partial charges, Löwdin, in e: atom 1 (Al): 1.35, atom 2 (C): -0.58, atom 3 (O): 0.05, atom 4 (N): 0.28, atom 5 (N): 0.22, atom 6 (H): 0.14, atom 7 (H): 0.14, atom 8 (H): 0.14, atom 9 (H): 0.16, atom 10 (C): -0.56, atom 11 (O): 0.03, atom 12 (N): 0.29, atom 13 (N): 0.30, atom 14 (H): 0.11, atom 15 (H): 0.15, atom 16 (H): 0.14, atom 17 (H): 0.16, atom 18 (C): -0.58, atom 19 (O): 0.00, atom 20 (N): 0.21, atom 21 (N): 0.25, atom 22 (H): 0.15, atom 23 (H): 0.15, atom 24 (H): 0.13, atom 25 (H): 0.16


| no. | M (g mol⁻¹) |
| --- | --- |
| 1 | 523.5 |
| 2 | 641.7 |
| 3 | 137.0 |
| 4 | 107.1 |
| 5 | 207.2 |